one.
DFT (ωB97M-V/def2-TZVPD) results for a single C6H6FN molecule.

Results
Highest occupied orbital energy   -10.34 eV
M   111.1 g mol⁻¹
Frontier orbital gap   10.4 eV
LUMO energy   0.03 eV

The geometry in ORCA input format:
```
! wB97M-V def2-TZVPD RIJCOSX def2/J DEFGRID3
* xyz 0 1
C 1.4339 -1.7020 0.5509
C 1.1521 -0.8129 -0.4001
C 0.5941 0.5535 -0.0042
F 1.2489 1.4769 -0.8134
C -0.9930 0.6379 -0.2249
C -1.6079 1.5609 0.5129
C -1.5996 -0.2755 -1.1213
N -2.2130 -1.0498 -1.7459
H 1.8489 -2.5704 0.3030
H 1.5489 -1.5090 1.6802
H 1.3172 -1.0546 -1.3942
H 0.9202 0.7121 1.0879
H -1.0056 2.0744 1.2645
H -2.6448 1.9586 0.3045
*
```

Quick look at the Löwdin charges, all values in e: C 0.034; C -0.116; C -0.284; F -0.014; C -0.234; C 0.095; C -0.193; N 0.172; H 0.003; H 0.104; H 0.090; H 0.161; H 0.078; H 0.104



two.
DFT (ωB97M-V/def2-TZVPD) results for a single C6H6FN molecule.

Results
Highest occupied orbital energy   -10.02 eV
M   111.1 g mol⁻¹
Frontier orbital gap   10.6 eV
LUMO energy   0.55 eV

The geometry in ORCA input format:
```
! wB97M-V def2-TZVPD RIJCOSX def2/J DEFGRID3
* xyz 0 1
C 2.2115 1.4223 0.6164
C 2.1905 0.1251 0.9916
C 0.9254 -0.6919 0.9635
C -0.3204 0.1663 0.8509
C -1.1532 0.0932 -0.1872
F -2.1891 0.9093 -0.3323
C -0.9977 -0.8500 -1.2658
N -0.9345 -1.6454 -2.0915
H 1.3820 2.0779 0.3250
H 3.2141 1.9284 0.5689
H 3.2029 -0.3397 1.2304
H 0.7381 -1.3411 1.8495
H 1.0323 -1.4692 0.1797
H -0.4616 0.8870 1.6616
*
```

Quick look at the Löwdin charges, all values in e: C -0.012; C -0.175; C -0.211; C -0.035; C -0.309; F 0.084; C -0.144; N 0.178; H 0.060; H 0.066; H 0.119; H 0.125; H 0.115; H 0.139



two is the most stable structure; the next one sits 0.571 eV above it.



one.
DFT (ωB97M-V/def2-TZVPD) results for a single C20H27N3O4S molecule.

Results
Highest occupied orbital energy   -8.22 eV
M   405.5 g mol⁻¹
Frontier orbital gap   8.7 eV
LUMO energy   0.44 eV

The geometry in ORCA input format:
```
! wB97M-V def2-TZVPD RIJCOSX def2/J DEFGRID3
* xyz 0 1
C -0.9845 2.9839 1.0458
C -0.7550 2.6893 -0.4023
C 0.0035 3.5649 -1.1690
C 0.1920 3.3708 -2.5258
C -0.3894 2.2811 -3.1521
C -1.1398 1.3918 -2.4110
C -1.3261 1.5767 -1.0393
C -2.1172 0.5915 -0.3261
N -2.1417 0.3452 0.9514
C -3.0145 -0.6939 1.1220
C -3.5013 -1.0565 -0.1075
O -2.9263 -0.2395 -1.0254
C -4.4772 -2.0831 -0.5447
H -4.2225 -2.4339 -1.5421
H -5.4831 -1.6629 -0.5772
H -4.4639 -2.9189 0.1504
C -3.2705 -1.2564 2.4592
H -4.3362 -1.3596 2.6605
H -2.7930 -0.6433 3.2190
S -2.5911 -2.9807 2.7085
O -3.3947 -3.8496 1.8404
C -1.0023 -2.7525 1.7705
C -0.2151 -1.6387 2.4203
O -0.3062 -1.4046 3.6093
N 0.5758 -0.9515 1.5793
C 1.4653 0.1029 2.0006
C 2.8677 -0.1649 1.4508
N 2.8161 -0.4048 0.0164
C 3.9884 -1.1146 -0.4711
C 3.7992 -1.4306 -1.9549
O 3.6118 -0.2582 -2.7101
C 2.4979 0.4583 -2.2352
C 2.6448 0.8163 -0.7567
H 1.7436 1.3358 -0.4299
H 3.5105 1.4905 -0.6319
H 2.4279 1.3622 -2.8415
H 1.5825 -0.1382 -2.3705
H 4.6857 -1.9204 -2.3608
H 2.9283 -2.0936 -2.0734
H 4.0982 -2.0470 0.0868
H 4.9063 -0.5147 -0.3450
H 3.2608 -1.0690 1.9224
H 3.5326 0.6752 1.7091
H 1.4734 0.1128 3.0922
H 1.0891 1.0654 1.6426
H 0.6557 -1.2032 0.6060
H -0.4737 -3.7002 1.8792
H -1.2296 -2.5843 0.7197
H -1.5953 0.5374 -2.8886
H -0.2565 2.1245 -4.2118
H 0.7843 4.0727 -3.0937
H 0.4489 4.4248 -0.6891
H -1.9597 3.4563 1.1669
H -0.9960 2.0716 1.6338
H -0.2278 3.6675 1.4240
*
```

Quick look at the Löwdin charges, all values in e: C -0.046; C -0.222; C -0.050; C -0.084; C -0.090; C -0.021; C -0.100; C -0.267; N 0.190; C -0.288; C -0.233; O 0.121; C 0.009; H 0.090; H 0.090; H 0.060; C -0.226; H 0.099; H 0.092; S 0.965; O -0.544; C -0.212; C -0.571; O 0.040; N 0.074; C -0.146; C -0.173; N -0.183; C -0.168; C -0.198; O -0.126; C -0.196; C -0.152; H 0.104; H 0.136; H 0.118; H 0.123; H 0.125; H 0.126; H 0.124; H 0.132; H 0.124; H 0.127; H 0.126; H 0.101; H 0.135; H 0.102; H 0.094; H 0.118; H 0.107; H 0.106; H 0.113; H 0.095; H 0.050; H 0.080



two.
DFT (ωB97M-V/def2-TZVPD) results for a single C20H27N3O4S molecule.

Results
Highest occupied orbital energy   -7.51 eV
M   405.5 g mol⁻¹
Frontier orbital gap   8.0 eV
LUMO energy   0.53 eV

The geometry in ORCA input format:
```
! wB97M-V def2-TZVPD RIJCOSX def2/J DEFGRID3
* xyz 0 1
C -1.0116 4.7471 3.9647
C -1.3863 3.5724 3.0810
O -0.5850 3.6233 1.9017
C -0.8219 2.6690 0.9852
O -1.6769 1.8188 1.1764
C 0.0105 2.7790 -0.1971
C 0.6777 3.9183 -0.6327
C 0.7374 5.2830 -0.0496
N 1.3139 3.6557 -1.8010
C 2.0865 4.6049 -2.5514
C 1.0796 2.3499 -2.1691
C 1.5304 1.6435 -3.2721
C 1.1404 0.3265 -3.4054
C 0.3340 -0.2959 -2.4490
O -0.1438 -1.5645 -2.5709
C 0.3797 -2.3955 -3.5744
C -0.0701 0.4000 -1.2997
N -0.8023 -0.2612 -0.3095
C -0.4217 -1.4382 0.2532
O 0.5793 -2.0466 -0.0592
C -1.4239 -1.8704 1.3373
N -1.3538 -3.1946 1.8938
C -1.6897 -4.3060 1.0336
C -0.5222 -4.9112 0.2550
S 0.7060 -5.5870 1.4159
C 0.9954 -4.0084 2.2736
C -0.3187 -3.4908 2.8566
C 0.2644 1.7534 -1.1816
H -1.5895 4.7100 4.8834
H -1.2171 5.6849 3.4551
H 0.0467 4.7077 4.2081
H -2.4441 3.6060 2.7954
H -1.2050 2.6192 3.5909
H 1.7298 5.4778 0.3589
H 0.5300 6.0324 -0.8129
H 0.0179 5.3803 0.7545
H 2.7400 5.1711 -1.8869
H 2.7013 4.0752 -3.2748
H 1.4390 5.3042 -3.0884
H 2.1618 2.0948 -4.0213
H 1.4660 -0.2238 -4.2729
H 1.4680 -2.4798 -3.4988
H -0.0667 -3.3744 -3.4052
H 0.1060 -2.0439 -4.5761
H -1.4350 0.3386 0.2219
H -2.4270 -1.7449 0.9138
H -1.3275 -1.1553 2.1627
H -2.4574 -3.9732 0.3293
H -2.1208 -5.0907 1.6699
H -0.8578 -5.7418 -0.3635
H -0.0180 -4.1642 -0.3562
H 1.7189 -4.2078 3.0621
H 1.4098 -3.3128 1.5449
H -0.1228 -2.5858 3.4390
H -0.7181 -4.2568 3.5351
*
```

Quick look at the Löwdin charges, all values in e: C -0.062; C -0.222; O -0.023; C -0.408; O 0.079; C -0.007; C -0.181; C 0.005; N -0.052; C -0.007; C -0.163; C -0.012; C -0.012; C -0.204; O -0.090; C -0.079; C -0.084; N 0.144; C -0.414; O 0.067; C -0.094; N -0.186; C -0.243; C -0.460; S 0.834; C -0.460; C -0.247; C -0.017; H 0.078; H 0.075; H 0.078; H 0.129; H 0.129; H 0.098; H 0.088; H 0.072; H 0.096; H 0.085; H 0.103; H 0.101; H 0.102; H 0.102; H 0.094; H 0.092; H 0.104; H 0.132; H 0.130; H 0.120; H 0.114; H 0.069; H 0.053; H 0.069; H 0.055; H 0.118; H 0.114



two is the most stable structure; the next one sits 0.984 eV above it.